(1)
{"formula": "C3H12NO2S", "method": "ωB97M-V/def2-TZVPD", "elements": ["C", "O", "C", "C", "S", "N", "H", "H", "H", "H", "H", "H", "H", "H", "H", "H", "H", "H", "O"], "coordinates": [[-0.6507, 1.6133, 1.5807], [-1.9982, 1.5208, 1.9657], [-0.3167, 0.4941, 0.6151], [1.1341, 0.6013, 0.0854], [1.2931, -0.8889, -0.9237], [-0.3488, -0.7874, 1.2921], [-0.4822, 2.5614, 1.0624], [0.0243, 1.5704, 2.4449], [-2.2655, 2.3258, 2.4161], [-1.0078, 0.5917, -0.2316], [1.3242, 1.4354, -0.5952], [1.8644, 0.6001, 0.8935], [2.9378, -4.8081, -2.4534], [2.3042, -4.5398, -2.7130], [0.1489, -1.5086, 0.7442], [-1.2582, -1.1015, 1.6354], [-1.0634, 0.2261, -3.3713], [-0.4671, -0.2197, -2.0361], [-1.1723, 0.3137, -2.4113]], "atomic_forces_ev_per_a": [[0.1, 0.7, 0.3], [0.0, -0.6, -0.2], [-0.7, 0.6, 0.8], [1.1, -1.0, -0.9], [0.0, 0.5, 1.1], [-0.2, 0.0, -1.5], [0.2, 0.0, -0.1], [0.0, 0.0, 0.0], [0.0, 0.1, 0.1], [0.1, -0.2, 0.0], [-0.5, 0.2, 0.1], [-0.1, -0.1, 0.0], [0.2, -0.1, 0.1], [-0.2, 0.1, -0.1], [0.4, -0.4, 0.6], [0.0, 0.3, 0.1], [-0.2, 0.1, 0.3], [0.0, -0.1, -0.5], [-0.1, 0.2, -0.2]], "mulliken_charge": [-0.77, -0.51, 0.31, -0.52, 0.07, -0.29, 0.39, 0.38, 0.33, 0.25, 0.44, 0.42, 0.07, -0.07, 0.17, 0.32, 0.32, 0.26, -0.56], "orbital_gap_ev": 5.07, "e_lumo_ev": -9.60, "molar_mass_da": 126.20, "homo_energy_ev": -14.672, "total_charge": 1}

(2)
{"formula": "C18H16Cl3N2O10P2RuS2", "method": "ωB97M-V/def2-TZVPD", "elements": ["Ru", "C", "C", "N", "N", "C", "S", "S", "C", "C", "C", "C", "C", "C", "C", "C", "C", "C", "C", "C", "C", "O", "H", "H", "H", "H", "H", "H", "H", "H", "H", "H", "H", "H", "H", "H", "O", "P", "O", "O", "O", "P", "O", "O", "O", "H", "H", "Cl", "C", "Cl", "Cl", "C", "O", "O"], "coordinates": [[1.5994, -0.8030, -0.7199], [0.0072, 2.1287, 1.9144], [0.1312, 1.4869, 0.5563], [0.3060, 0.1302, 0.5584], [-0.0473, -0.4872, 1.6605], [0.3606, -1.6905, 1.9032], [1.5078, -2.5928, 0.9704], [-0.3369, -2.4980, 3.2930], [-1.7067, -3.3856, 2.3871], [-2.9275, -2.5473, 2.4570], [-3.2011, -1.5956, 1.4788], [-4.3134, -0.7827, 1.5933], [-5.1635, -0.9049, 2.6805], [-4.8853, -1.8343, 3.6698], [-3.7732, -2.6458, 3.5594], [0.0811, 2.2580, -0.6217], [-0.2318, 3.6398, -0.5846], [-0.2516, 4.4200, -1.7112], [0.0362, 3.8644, -2.9609], [0.3190, 2.5253, -3.0612], [0.3238, 1.6838, -1.9319], [0.4985, 0.4252, -2.1048], [0.4771, 1.4809, 2.6523], [-1.0418, 2.2467, 2.1949], [0.4937, 3.1010, 1.9344], [-1.8216, -4.3393, 2.8976], [-1.3375, -3.5295, 1.3738], [-2.5370, -1.4943, 0.6325], [-4.5169, -0.0445, 0.8303], [-6.0400, -0.2757, 2.7604], [-5.5338, -1.9205, 4.5319], [-3.5406, -3.3605, 4.3360], [-0.4887, 4.0918, 0.3622], [-0.4915, 5.4732, -1.6375], [0.0269, 4.4833, -3.8462], [0.5525, 2.0706, -4.0122], [4.0522, -2.2657, -3.9229], [2.9491, -1.3916, -3.1015], [3.1788, 0.0434, -3.3684], [3.0774, -1.8868, -1.6690], [1.6082, -1.9441, -3.7736], [0.1353, -2.4472, -3.2080], [-0.7903, -1.2381, -3.7284], [-0.2400, -3.6955, -3.8853], [0.1652, -2.4269, -1.6954], [4.5093, -1.6175, -4.4527], [-0.4529, -0.4510, -3.2655], [6.0836, 0.9602, 1.3340], [4.5848, 1.8472, 1.0833], [4.9024, 3.2676, 0.0978], [3.9487, 2.3564, 2.6481], [3.5023, 0.9098, 0.4316], [2.8962, 1.3694, -0.5296], [3.3562, -0.1675, 1.0090]], "atomic_forces_ev_per_a": [[-2.0, -2.0, 0.6], [-0.3, -0.1, -0.1], [0.1, -3.1, 1.5], [0.7, 3.3, -2.0], [-1.2, -1.0, 2.7], [0.9, 0.5, -1.1], [-0.3, 1.3, -0.7], [-0.4, -0.6, 0.4], [0.8, 0.4, 0.4], [-0.3, 0.1, 0.0], [0.1, -0.2, 0.0], [-0.1, 0.1, 0.0], [-0.1, 0.1, 0.0], [-0.1, 0.0, 0.1], [0.1, 0.0, -0.2], [0.3, 0.8, -2.0], [0.2, -0.6, 0.3], [-0.2, 0.4, -0.1], [0.0, -0.3, 0.3], [-0.1, 0.2, -0.2], [-0.3, 0.4, 1.1], [0.9, -0.8, 0.2], [-0.1, 0.1, 0.0], [0.0, 0.0, 0.1], [0.0, 0.0, -0.1], [-0.1, -0.1, -0.1], [0.0, -0.1, 0.0], [0.1, 0.0, -0.1], [0.0, 0.0, -0.1], [0.0, 0.1, 0.0], [-0.1, 0.0, 0.0], [0.0, -0.1, 0.1], [0.1, 0.1, 0.1], [0.0, 0.0, 0.1], [0.0, 0.1, -0.1], [0.0, -0.1, 0.0], [-0.2, -0.2, 0.2], [0.8, -0.3, -0.8], [-0.1, 0.0, -0.3], [-0.3, 0.2, -0.1], [-0.3, -0.2, 0.4], [0.2, 0.2, -0.9], [0.1, -0.5, -0.1], [-0.1, -0.2, -0.1], [1.2, 1.4, 1.2], [0.3, 0.3, -0.3], [0.0, 0.4, 0.1], [0.4, -0.2, 0.0], [-0.1, -0.1, -0.3], [0.1, 0.3, -0.1], [-0.2, 0.2, 0.5], [0.6, 0.6, 0.4], [-0.6, -0.4, -0.5], [-0.4, -0.6, -0.2]], "mulliken_charge": [0.94, -1.86, 1.09, 0.92, -0.97, 0.13, -0.25, -0.15, -1.15, 0.53, -0.10, -0.84, -0.33, -0.47, -0.44, 0.52, -1.07, -0.78, -0.59, -0.46, 0.34, -0.49, 0.45, 0.28, 0.55, 0.53, 0.33, 0.49, 0.40, 0.35, 0.35, 0.35, 0.37, 0.35, 0.40, 0.48, -0.56, 1.13, -0.69, -0.74, -0.18, 0.84, -0.69, -0.83, -0.37, 0.29, 0.36, -0.18, 0.70, -0.17, -0.19, 0.09, -0.45, -0.53], "orbital_gap_ev": [6.33, 6.25], "e_lumo_ev": [4.13, 4.13], "spin_multiplicity": 2, "molar_mass_da": 753.84, "homo_energy_ev": [-2.198, -2.121], "total_charge": -2}

(3)
{"formula": "C2H4NP", "method": "ωB97M-V/def2-TZVPD", "elements": ["C", "C", "N", "P", "H", "H", "H", "H"], "coordinates": [[0.7256, -0.6641, 0.3312], [0.5240, 0.5938, -0.2352], [-0.4366, 1.4082, 0.2892], [-1.1152, -0.2821, -0.4191], [1.2745, -1.4475, -0.2279], [0.5714, -0.8210, 1.4897], [-0.7963, -0.3285, -2.4464], [-0.7473, 1.5413, 1.2184]], "atomic_forces_ev_per_a": [[-0.9, -2.7, 2.1], [-0.9, 1.9, 0.4], [-0.6, -1.0, -2.4], [1.1, 1.0, -0.3], [-0.2, 0.6, 0.5], [0.7, 0.4, -2.4], [0.1, -0.2, 0.6], [0.7, 0.0, 1.5]], "mulliken_charge": [-0.41, 0.17, -0.49, -0.05, 0.29, 0.23, -0.03, 0.28], "orbital_gap_ev": [7.07, 7.96], "e_lumo_ev": [0.61, -1.25], "spin_multiplicity": 3, "molar_mass_da": 73.03, "homo_energy_ev": [-6.460, -9.206]}

(4)
{"formula": "C5H12N4", "method": "ωB97M-V/def2-TZVPD", "elements": ["C", "N", "N", "C", "N", "H", "H", "H", "H", "H", "H", "H", "C", "C", "C", "N", "H", "H", "H", "H", "H"], "coordinates": [[-1.0279, 0.9951, 1.2276], [-0.6990, 0.5076, -0.1240], [-1.0899, 1.4770, -1.1157], [-1.0430, -0.8845, -0.3911], [-1.8333, -1.6461, 0.2409], [-0.3333, 1.5252, -1.7970], [-1.9330, 1.1498, -1.5808], [-2.0857, -1.3235, 1.1710], [-0.7071, -1.1712, -1.3861], [-0.4699, 0.3968, 1.9509], [-0.7389, 2.0409, 1.2756], [-2.0998, 0.9189, 1.4075], [1.2473, -1.2168, 0.4822], [1.2640, 0.3526, -0.2160], [1.8106, 0.4644, -1.4482], [1.1191, -1.3129, 1.7371], [1.3312, -2.2372, 2.1144], [1.5452, -2.0099, -0.2205], [1.6079, 1.0040, 0.5763], [1.4846, -0.1468, -2.2788], [2.6509, 1.1167, -1.6254]], "atomic_forces_ev_per_a": [[0.0, -0.3, -0.4], [-1.1, 0.5, 0.7], [-0.2, -1.2, 0.5], [-2.1, 1.2, -0.6], [1.2, 0.0, -0.2], [0.4, -0.1, -0.1], [0.1, 0.1, 0.0], [-0.1, 0.4, -0.1], [0.1, -0.1, 0.0], [-0.1, 0.1, 0.0], [0.1, -0.1, 0.0], [-0.2, 0.1, 0.1], [0.3, 2.7, -0.6], [2.0, -4.0, 1.5], [-0.2, 0.3, -0.3], [0.4, 0.1, -0.3], [-0.1, -0.1, -0.3], [-0.1, 0.1, 0.2], [-0.2, 0.2, 0.1], [0.4, -0.6, 0.1], [-0.4, 0.7, -0.2]], "mulliken_charge": [-1.12, 0.49, -0.88, -0.01, -0.69, 0.29, 0.26, 0.26, 0.50, 0.38, 0.30, 0.39, -0.10, 0.10, -1.10, -0.54, 0.25, 0.40, 0.29, 0.29, 0.26], "orbital_gap_ev": 8.07, "e_lumo_ev": 0.64, "molar_mass_da": 128.18, "homo_energy_ev": -7.426}